Record 1
65
Properties=species:S:1:pos:R:3:forces:R:3:mulliken_charge:R:1 method="wB97M-V/def2-TZVPD" s2=0.75 multiplicity=2 homo_energy_ev="-4.891 / -4.891" total_energy_ev=-166838.9439 charge=-1
Yb -0.12526 0.07470 -0.93836 1.278 1.582 1.648 0.53
C 3.14539 1.70085 1.02958 -0.646 0.405 -0.167 -1.33
N 2.76695 0.28296 1.16907 -0.692 0.810 -0.612 1.30
C 2.28283 -0.14839 2.50483 0.745 -0.239 -0.291 -1.10
C 1.47438 -1.44286 2.44920 -0.245 -0.422 -0.390 -1.00
N 0.01630 -1.30846 2.12859 0.841 -1.677 -1.836 1.37
C -0.52275 -2.69506 2.03027 -0.150 1.340 -1.064 -1.30
C -0.71566 -0.54482 3.00326 -0.605 2.622 1.939 -1.06
C -1.13392 -1.08403 4.20283 -0.710 -0.260 0.868 -0.28
C -1.79390 -0.32488 5.18558 0.443 -0.426 -0.621 -0.78
C -1.89829 1.04698 5.01402 -0.207 0.167 0.246 -0.54
C -1.49176 1.65119 3.83647 0.508 -0.281 -0.787 -0.77
C -0.93777 0.86927 2.80371 -0.113 -1.439 0.577 1.09
S -0.53775 1.66376 1.34580 0.211 0.300 -1.992 -0.39
C 3.62800 -0.52960 0.39298 0.888 -2.189 -0.537 -0.54
C 5.02689 -0.27431 0.44050 -1.055 -0.544 -0.351 -0.20
C 5.94932 -1.05041 -0.27630 0.643 0.650 0.132 -0.76
C 5.49436 -2.03696 -1.13909 -0.754 0.396 -0.040 -0.50
C 4.11619 -2.22910 -1.31043 0.618 0.111 1.233 -0.92
C 3.16139 -1.61561 -0.49204 1.835 2.372 0.648 0.71
S 1.52613 -2.06694 -0.77529 -1.656 0.039 -0.546 -0.39
H 3.96565 2.04395 1.69481 -0.539 -0.141 0.089 0.35
H 2.22155 2.29175 1.13478 0.453 -0.006 0.504 0.25
H 3.46984 1.93623 0.00041 -0.132 -0.554 0.373 0.45
H 1.63377 0.59927 2.96893 0.250 0.360 -0.416 0.54
H 3.16040 -0.26561 3.20020 -0.589 -0.153 -0.423 0.24
H 1.53382 -1.98437 3.41471 0.190 0.209 -0.185 0.29
H 1.84546 -2.09478 1.63263 0.058 0.273 0.757 0.60
H -1.60277 -2.61716 1.81488 0.397 -0.228 0.224 0.37
H -0.33622 -3.27537 2.91198 0.004 -0.451 0.644 0.44
H -0.01902 -3.17032 1.19926 0.053 -0.180 -0.234 0.28
H -0.94473 -2.14992 4.38330 -0.239 0.526 0.075 0.20
H -2.20757 -0.83459 6.04713 0.180 0.193 0.154 0.39
H -2.28776 1.64905 5.82123 -0.226 0.108 0.038 0.34
H -1.53683 2.72644 3.59137 -0.230 -0.616 0.619 0.43
H 5.32057 0.60084 1.01580 0.301 -0.397 -0.014 0.34
H 7.04268 -0.81127 -0.21454 -1.151 -0.306 0.003 0.29
H 6.17481 -2.61047 -1.74437 0.219 -0.048 -0.112 0.36
H 3.74146 -2.91671 -2.03592 -0.031 -0.435 -0.375 0.44
O -1.54816 3.98348 -7.09346 0.289 -0.772 2.083 -0.73
C -2.30384 3.40572 -6.25250 -0.682 1.223 -3.111 0.39
O -3.49223 3.09014 -6.52331 0.198 -0.374 1.105 -0.72
C -1.85242 3.04286 -4.84935 0.879 -0.318 1.376 0.33
C -2.84517 2.78247 -3.86581 0.521 -0.763 0.685 -0.78
C -2.47293 2.17038 -2.65499 0.304 0.615 -1.088 -0.32
N -1.17854 1.92336 -2.33557 -0.692 -1.398 0.894 -0.14
C -0.22667 2.28712 -3.17054 -0.501 0.913 -2.737 0.75
C -0.49875 2.85339 -4.44988 -0.660 0.297 -0.239 -0.62
C 1.21806 2.04950 -2.85724 0.179 1.294 -0.235 0.40
O 1.99261 2.56979 -3.64323 0.686 -0.748 0.764 -0.70
O 1.45713 1.43640 -1.74627 -0.633 -1.289 0.273 -0.42
H -3.91132 2.95574 -4.05304 0.621 -0.081 -0.239 0.39
H -3.22583 1.83307 -1.94822 0.127 0.158 0.061 0.47
H 0.35888 3.14129 -5.12203 -1.267 -0.507 0.838 0.47
Br -1.36154 -2.02275 -2.99458 -0.169 0.457 0.826 -0.07
C -2.68521 -1.77331 -1.62269 -1.031 -0.003 0.632 0.51
C -3.89672 -2.44326 -1.79517 -0.557 -0.879 -1.094 -0.57
C -4.91662 -2.19881 -0.88258 -0.270 -0.414 0.718 -0.29
C -4.65653 -1.41674 0.25565 -0.877 -0.012 -0.552 -0.79
C -3.47013 -0.76009 0.31351 1.394 0.042 -0.632 -0.54
N -2.48451 -0.93844 -0.59298 0.754 -0.309 -1.440 0.56
H -4.06931 -3.16445 -2.65988 0.356 1.295 1.228 0.31
H -5.91515 -2.64760 -1.01671 0.707 0.152 0.026 0.36
H -5.35522 -1.19153 1.06212 -0.144 -0.336 -0.504 0.43
H -3.26605 -0.02297 1.05696 0.323 0.284 0.583 0.59


Record 2
65
Properties=species:S:1:pos:R:3:forces:R:3:mulliken_charge:R:1 method="wB97M-V/def2-TZVPD" homo_energy_ev=-10.657 total_energy_ev=-80464.2656 charge=+1
Ta -0.06437 -1.26202 0.19397 -0.071 0.377 -0.075 1.47
Cl 5.45721 2.82259 -0.08576 0.002 0.012 0.012 -0.20
C 4.07474 2.00950 0.54598 -0.016 0.000 0.017 0.04
C 3.65887 0.83601 -0.06592 0.034 -0.016 -0.020 -0.44
C 2.52233 0.20180 0.39895 0.029 -0.214 -0.131 -0.90
N 1.92221 -0.94297 -0.19110 0.064 0.198 0.201 0.32
C 2.73516 -1.99099 -0.67003 0.042 0.044 0.014 0.70
O 3.93300 -1.96932 -0.75656 0.006 0.048 -0.028 -0.59
C 1.83548 -3.08496 -1.11110 -0.189 -0.055 -0.212 -0.02
C 2.00394 -3.71507 -2.27852 -0.142 -0.060 -0.022 -0.94
C 0.82155 -4.23283 -2.96790 0.019 0.071 0.124 -0.28
C -0.40911 -4.00529 -2.49523 0.138 -0.015 -0.069 -1.21
C -0.61612 -3.43805 -1.12979 0.110 -0.090 0.125 0.60
N 0.60638 -3.02061 -0.45780 0.049 -0.293 -0.241 -0.44
C 1.81782 0.70354 1.48995 -0.203 0.004 0.144 0.40
C 2.24414 1.86505 2.11187 -0.111 -0.007 0.105 -0.57
C 3.36721 2.52141 1.62822 -0.005 -0.015 0.006 0.10
Cl 3.83678 3.99989 2.38356 0.004 -0.004 -0.012 -0.19
N 0.65602 -0.06398 1.78955 0.151 0.071 0.042 0.41
C 0.04820 -0.03096 3.00703 -0.013 0.086 -0.036 0.37
O 0.25087 0.71343 3.94116 0.025 -0.054 -0.018 -0.66
C -0.99299 -1.12185 3.11308 0.062 0.046 -0.022 0.55
C -1.67728 -1.36061 4.28395 0.002 0.013 -0.002 -0.77
C -2.60141 -2.39437 4.31116 0.001 -0.005 -0.011 -0.30
C -2.82220 -3.14115 3.16191 0.001 0.009 0.033 -0.90
C -2.11068 -2.83701 2.02027 -0.036 -0.023 -0.020 0.04
N -1.20055 -1.85053 2.00148 -0.055 0.002 -0.087 0.09
H 4.22154 0.43549 -0.89487 -0.013 -0.003 -0.001 0.61
H 2.96373 -3.66967 -2.77213 -0.002 -0.016 -0.009 0.51
H 0.95451 -4.72571 -3.92185 -0.012 0.005 -0.007 0.45
H -1.29140 -4.31554 -3.04034 -0.014 0.010 0.008 0.47
H -1.14126 -4.18729 -0.52197 0.053 -0.038 -0.010 0.32
H 1.71186 2.26959 2.95804 -0.002 0.000 -0.003 0.66
H -1.46173 -0.73806 5.14083 0.000 -0.001 -0.003 0.54
H -3.14738 -2.61557 5.21835 -0.001 0.001 0.003 0.46
H -3.53875 -3.94904 3.14475 -0.001 -0.004 -0.006 0.46
H -2.26515 -3.37176 1.09344 0.007 0.017 0.004 0.41
C -1.74391 2.32340 1.52237 0.047 0.003 0.010 -2.36
C -0.74722 2.58900 0.42190 -0.076 -0.055 0.036 1.50
C -0.04946 3.78710 0.44247 0.010 0.013 -0.025 -0.43
C 0.93068 4.05823 -0.49871 -0.001 -0.023 -0.019 -1.15
C 1.22749 3.12067 -1.46931 0.047 0.058 0.006 -0.61
C 0.54841 1.90718 -1.53680 -0.076 -0.053 0.015 0.93
C 0.97661 0.92955 -2.60138 0.044 -0.028 -0.002 -1.98
C -0.45737 1.65934 -0.59102 0.071 0.033 0.121 -0.08
N -1.14105 0.37918 -0.56949 0.178 0.064 -0.275 0.29
H -2.60274 2.99390 1.45042 0.015 0.023 0.004 0.48
H -1.27461 2.50603 2.48957 -0.019 0.002 0.019 0.48
H -2.11283 1.29877 1.52034 0.002 -0.010 -0.017 0.26
H -0.25769 4.50648 1.22511 -0.009 -0.008 0.013 0.47
H 1.48004 4.98915 -0.45450 0.011 -0.001 -0.012 0.45
H 2.02084 3.31197 -2.18204 -0.002 0.016 -0.001 0.53
H 0.76059 1.31722 -3.59852 -0.001 0.017 -0.007 0.53
H 0.51131 -0.05082 -2.51572 -0.021 0.012 -0.002 0.03
H 2.05580 0.78122 -2.54478 0.006 -0.006 0.005 0.41
C -2.14811 0.31812 -3.17232 0.017 -0.031 0.001 -0.98
S -2.53644 0.21571 -1.42986 -0.076 -0.145 -0.058 0.31
C -3.38827 1.77409 -1.25836 0.052 0.071 0.054 -1.00
O -1.37293 -2.22018 -1.02436 -0.119 -0.031 0.338 -0.89
H -3.09996 0.30990 -3.70261 -0.006 -0.016 -0.003 0.56
H -1.57671 -0.57161 -3.42524 0.000 0.001 -0.013 0.24
H -1.59524 1.22876 -3.39077 0.000 0.011 0.018 0.29
H -2.72622 2.60351 -1.50230 -0.008 0.002 0.024 0.30
H -3.75054 1.84518 -0.23702 0.003 0.038 -0.006 0.30
H -4.23364 1.74591 -1.94367 -0.004 -0.060 -0.018 0.56


Record 3
67
Properties=species:S:1:pos:R:3:forces:R:3:mulliken_charge:R:1 method="wB97M-V/def2-TZVPD" s2=8.92 multiplicity=6 homo_energy_ev="-4.794 / -5.951" total_energy_ev=-143122.1079 charge=-1
Mn -0.06248 -0.07542 -0.19235 0.446 -0.385 -0.072 -0.19
S 1.87776 -0.05678 4.27808 -0.050 0.015 0.020 -0.45
C 0.22660 0.20718 4.71678 -0.061 0.015 0.127 1.01
C -0.34636 0.28330 5.98248 0.025 0.011 -0.067 -0.72
C -1.69950 0.53719 6.07124 -0.072 0.004 -0.032 -0.51
C -2.47211 0.72486 4.91946 0.016 -0.011 0.067 -0.90
C -1.90279 0.65115 3.66765 0.056 -0.008 0.059 0.09
C -0.54166 0.37666 3.56050 0.021 0.033 -0.133 -1.18
N 0.16405 0.28571 2.37324 0.148 -0.066 0.151 0.54
C 1.42266 0.07508 2.59963 0.008 0.013 -0.279 0.41
C 2.40957 -0.08972 1.52548 -0.045 0.040 0.102 1.54
C 3.77271 -0.11259 1.82050 0.035 -0.017 -0.113 -1.10
C 4.69607 -0.27900 0.80492 -0.063 0.007 0.019 -0.85
C 4.25089 -0.42342 -0.50356 -0.043 0.011 -0.033 -0.87
C 2.89298 -0.39350 -0.79408 0.019 0.007 0.170 -0.03
C 1.94560 -0.22449 0.21435 -0.089 0.022 -0.060 -0.15
H 0.25236 0.15726 6.87252 0.047 -0.019 0.058 0.40
H -2.16560 0.60484 7.04355 -0.033 0.001 0.062 0.38
H -3.52622 0.94341 5.01289 -0.060 0.020 0.022 0.41
H -2.48170 0.82906 2.77650 -0.011 0.021 -0.063 0.26
H 4.11535 0.00951 2.84049 0.017 0.005 0.055 0.41
H 5.75331 -0.29039 1.02967 0.056 -0.009 0.005 0.38
H 4.96679 -0.55329 -1.30543 0.033 -0.008 -0.024 0.43
H 2.56625 -0.50165 -1.82011 -0.011 -0.007 -0.049 0.44
Cl 1.14410 5.47632 -0.24439 0.010 0.106 -0.025 -0.15
C 0.39354 4.42515 0.87683 -0.065 -0.430 -0.058 -0.16
Cl 0.77772 4.61316 2.53995 0.010 0.059 0.060 -0.15
Cl -2.07331 5.14589 0.80686 -0.001 -0.062 -0.005 -0.55
C 0.22208 3.09614 0.45656 0.097 -0.613 -0.281 0.56
N 0.10415 1.99550 0.10995 -0.117 1.064 0.379 -0.35
F 0.56974 2.27437 -2.52747 -0.029 -0.118 -0.082 -0.32
C 0.31403 1.12068 -3.19583 -0.024 0.162 -0.180 1.18
C 0.05506 -0.05113 -2.50871 -0.084 0.043 0.011 -1.24
C -0.15039 -1.13239 -3.34393 0.079 -0.073 -0.218 0.76
F -0.35056 -2.38668 -2.84424 -0.140 0.108 0.102 -0.41
C -0.14660 -1.08446 -4.73240 0.035 0.140 -0.003 0.19
F -0.35969 -2.18203 -5.48366 0.014 0.075 0.092 -0.34
C 0.09784 0.12578 -5.35777 0.021 0.005 -0.083 0.70
F 0.12074 0.20732 -6.70215 -0.012 -0.012 0.263 -0.34
C 0.34066 1.24530 -4.58017 -0.005 -0.081 -0.033 0.16
F 0.60087 2.41873 -5.18499 -0.034 -0.118 0.095 -0.34
C -4.44052 2.33476 0.20796 -0.041 0.013 -0.013 -1.53
C -2.97981 1.92503 0.09400 -0.014 0.042 0.011 -0.75
P -2.62090 0.16859 -0.25520 0.052 0.038 0.035 1.05
C -3.34861 -0.06643 -1.92255 -0.105 0.093 -0.020 -0.65
C -3.64281 -1.51999 -2.27922 -0.024 0.060 -0.099 -1.33
C -3.79998 -0.74029 0.83071 -0.182 0.166 -0.008 -0.95
C -3.39800 -2.16400 1.18093 0.019 -0.056 -0.019 -1.14
H -4.48358 3.41827 0.30467 -0.010 0.048 0.055 0.35
H -4.91987 1.89376 1.08353 -0.006 -0.001 0.020 0.28
H -5.02541 2.05129 -0.66842 -0.004 -0.004 -0.031 0.31
H -2.44349 2.19584 1.00600 -0.036 0.023 -0.018 0.32
H -2.48024 2.51342 -0.68039 -0.007 -0.049 -0.015 0.61
H -2.64859 0.37689 -2.63493 -0.004 -0.035 0.044 0.22
H -4.27199 0.52164 -1.96100 0.070 -0.047 -0.042 0.59
H -2.78492 -2.16379 -2.11121 0.186 -0.078 0.015 0.20
H -3.91124 -1.60807 -3.33250 -0.022 0.012 -0.013 0.39
H -4.47616 -1.90664 -1.69397 -0.034 -0.043 0.047 0.38
H -4.77873 -0.71217 0.33865 0.034 -0.010 0.037 0.62
H -3.91248 -0.15445 1.74649 0.005 -0.041 -0.061 0.58
H -3.25727 -2.77796 0.29310 -0.004 -0.043 -0.069 0.27
H -4.16243 -2.63964 1.79570 -0.035 -0.015 0.031 0.44
H -2.46349 -2.18223 1.73665 0.092 0.017 0.061 0.03
I 0.42720 -3.13853 1.84744 -0.001 -0.014 0.020 -0.10
C 0.03006 -2.14752 -0.01214 0.014 -0.084 -0.086 -1.26
H 0.81801 -2.50366 -0.67558 -0.150 0.018 0.105 0.71
H -0.92011 -2.57569 -0.33328 0.064 0.036 -0.014 0.38


Record 4
57
Properties=species:S:1:pos:R:3:forces:R:3:mulliken_charge:R:1 method="wB97M-V/def2-TZVPD" s2=15.88 multiplicity=8 homo_energy_ev="-2.637 / -2.638" total_energy_ev=-73578.5737 charge=-1
C 2.02939 -2.24230 -1.26162 -0.635 -0.225 -0.247 -0.71
C 2.06670 -2.13857 -2.68587 -0.454 -0.260 -0.190 -0.39
C 0.72089 -2.30918 -3.18192 0.768 -0.451 0.603 -0.77
H 2.97690 -2.00441 -3.28470 -0.626 0.133 0.256 0.40
C -0.12294 -2.55701 -2.05526 0.722 -0.185 0.275 -0.56
C 0.68561 -2.52803 -0.87814 0.417 -0.076 -1.210 -0.22
H 0.36006 -2.69260 0.13186 -0.175 0.091 0.081 0.66
H 2.86340 -2.11098 -0.56723 -0.261 -0.074 -0.397 0.37
H 0.42136 -2.33809 -4.22828 0.126 0.139 0.275 0.48
H -1.19326 -2.76074 -2.08361 0.316 0.135 -0.027 0.39
Gd 0.74426 -0.01306 -1.91535 -0.075 -0.130 -0.049 1.14
Cl 2.80895 1.33032 -1.58358 0.354 0.323 0.189 -0.58
C 1.21643 2.52871 -6.44534 0.025 -0.869 -0.410 -0.58
C -0.01450 1.88780 -6.78816 0.811 -0.423 -0.096 -0.61
C 0.29625 0.65312 -7.43827 0.696 0.587 0.333 -0.53
H -1.01051 2.28458 -6.61886 0.064 -0.021 -0.004 0.41
C 1.71956 0.53182 -7.49890 -0.546 0.820 0.394 -0.54
C 2.28826 1.69152 -6.88579 -1.013 -0.200 -0.132 -0.53
H 3.34790 1.91184 -6.80202 -0.111 -0.033 0.046 0.37
H 1.32064 3.49726 -5.96673 -0.011 -0.088 -0.019 0.39
H -0.42003 -0.05213 -7.84814 0.045 0.050 0.060 0.38
H 2.27078 -0.28047 -7.96265 -0.048 0.057 0.077 0.38
N -0.33811 0.06567 -0.13280 -1.371 0.521 2.149 -0.51
P -0.66530 0.15908 1.41057 1.040 -0.029 -1.882 1.19
C 0.87214 0.38174 2.34616 -0.015 0.420 0.193 0.13
C 1.19742 1.58018 2.98933 0.362 -0.462 0.172 -0.09
C 2.43515 1.69054 3.63204 0.031 -0.180 -0.126 -0.67
C 3.33532 0.62035 3.59983 -0.089 0.041 -0.154 -0.53
C 3.01178 -0.57262 2.93987 -0.333 0.225 -0.072 -0.81
C 1.77053 -0.69335 2.32121 0.173 0.254 0.253 -0.08
C -1.78278 1.49222 1.88301 -0.436 0.551 0.232 0.44
C -2.91696 1.31693 2.70146 0.271 0.375 -0.050 -0.39
C -3.68748 2.42657 3.06467 0.164 0.210 -0.209 -0.67
C -3.33859 3.70205 2.60299 0.109 -0.249 -0.281 -0.45
C -2.23621 3.87316 1.75449 -0.011 -0.229 0.098 -0.65
C -1.45929 2.77189 1.39755 -0.275 -0.074 0.242 -0.68
C -1.32939 -1.26984 2.30235 -0.538 -0.478 0.220 0.12
C -1.93456 -2.29374 1.56525 0.283 0.062 0.422 -0.58
C -2.28428 -3.48354 2.20561 -0.091 0.172 0.132 -0.59
C -2.12557 -3.60723 3.59100 0.058 0.101 -0.365 -0.44
C -1.61514 -2.54703 4.35053 -0.120 0.004 -0.303 -0.74
C -1.21591 -1.37555 3.70619 0.004 -0.289 -0.175 -0.04
H 0.48972 2.40931 3.01109 0.224 -0.238 -0.003 0.35
H 2.69082 2.62258 4.14263 0.009 -0.346 -0.152 0.38
H 4.31155 0.71742 4.06698 -0.149 0.023 0.000 0.36
H 3.70949 -1.40917 2.88553 -0.090 0.305 0.137 0.41
H 1.49127 -1.62709 1.82942 0.094 0.288 0.048 0.30
H -3.19373 0.33043 3.08199 0.164 0.319 -0.222 0.31
H -4.56767 2.30249 3.70279 0.338 0.015 -0.231 0.37
H -3.94587 4.56449 2.86705 0.090 -0.151 0.026 0.36
H -1.96686 4.85639 1.36335 -0.174 -0.246 0.200 0.38
H -0.58206 2.89442 0.75606 -0.328 -0.060 0.129 0.49
H -2.10134 -2.14766 0.49573 0.242 -0.143 0.249 0.43
H -2.67271 -4.30061 1.59686 0.000 0.119 0.333 0.40
H -2.40258 -4.53900 4.07320 0.035 0.085 0.002 0.38
H -1.51885 -2.64703 5.43651 -0.033 0.071 -0.429 0.37
H -0.81004 -0.55388 4.30810 -0.029 -0.290 -0.392 0.44